{"formula": "C3H12NO", "method": "the ωB97M-V functional and the def2-TZVPD basis", "gap_ev": 11.5, "e_lumo_ev": -3.514, "relative_energy_kcal_mol": 18.9, "e_tot_ha": -251.24028, "molar_mass_g_mol": 78.14, "total_charge": 1, "species": ["C", "N", "H", "H", "H", "H", "H", "H", "C", "O", "C", "H", "H", "H", "H", "H", "H"], "positions_angstrom": [[-1.3792, 1.4708, 1.9787], [-0.6554, 0.1792, 1.6794], [-2.0374, 1.6872, 1.1283], [-0.6432, 2.2598, 2.1531], [-2.0255, 1.3472, 2.8514], [-1.1634, -0.6669, 1.9633], [-0.5367, 0.1327, 0.6224], [0.2392, 0.1788, 2.1598], [0.8843, 0.0001, -1.5961], [-0.4477, -0.0712, -1.0177], [1.4648, -1.3844, -1.7923], [1.5006, 0.6022, -0.9261], [0.7807, 0.4942, -2.5552], [-0.7385, -1.0011, -1.0531], [0.8150, -1.9406, -2.4778], [1.5010, -1.9473, -0.8553], [2.4413, -1.3407, -2.2627]]}